Record 1
Computed, not measured: the molecule C18H22F3NO3S, with ωB97M-V with the def2-TZVPD basis set.

Positions of all 48 atoms, in Å:
1 C -4.985842 -0.780028 -1.741277
2 H -5.595188 0.040303 -1.371392
3 H -4.496094 -0.445255 -2.652901
4 H -5.639926 -1.609490 -2.002287
5 C -3.941451 -1.240517 -0.719932
6 C -2.903069 -2.077529 -1.458107
7 H -2.112258 -2.438000 -0.812234
8 H -2.430179 -1.482752 -2.235872
9 H -3.390600 -2.932005 -1.923620
10 C -4.556206 -1.938084 0.514663
11 H -5.084011 -2.868400 0.313618
12 C -5.432249 -0.839249 1.118238
13 C -4.600982 0.400081 0.874841
14 O -4.827670 1.521159 1.239498
15 C -3.361254 -0.069223 0.108244
16 C -2.666244 1.063667 -0.605583
17 H -2.826236 1.999937 -0.071529
18 H -3.029938 1.175508 -1.624213
19 S -0.858573 0.994777 -0.772333
20 O -0.506505 1.869459 -1.851158
21 O -0.353264 -0.350989 -0.818353
22 N -0.377904 1.735245 0.667518
23 H -0.296419 1.034528 1.391013
24 C 0.828848 2.544924 0.566913
25 C 2.053608 1.681738 0.415207
26 C 2.744622 1.240680 1.538222
27 C 3.819204 0.381371 1.410293
28 C 4.202875 -0.047254 0.145811
29 C 3.517787 0.380269 -0.982901
30 C 2.447691 1.245186 -0.843897
31 H 1.902538 1.575437 -1.713822
32 H 3.820765 0.039138 -1.960394
33 C 5.361165 -0.996166 0.036535
34 F 5.772358 -1.198857 -1.221320
35 F 6.438055 -0.567072 0.722678
36 F 5.070217 -2.212589 0.540263
37 H 4.360764 0.042318 2.280450
38 H 2.442967 1.575374 2.520250
39 H 0.891018 3.168457 1.462810
40 H 0.689080 3.176298 -0.311187
41 C -2.561968 -0.790838 1.221171
42 H -2.500386 -0.173593 2.118702
43 H -1.554869 -0.997418 0.867971
44 C -3.356478 -2.090339 1.457759
45 H -2.766830 -2.970521 1.208933
46 H -3.679081 -2.191909 2.493764
47 H -6.399344 -0.745900 0.624457
48 H -5.626581 -0.972063 2.183148

Atoms 1-3, force components in eV/Å:
0.15 -0.01 0.21
-0.17 0.09 -0.04
0.01 0.06 -0.11

Computed properties:
energy above the lowest of the compared OMol25 structures with the same formula, charge and spin = 0.176 eV
SMILES = CC1(C)[C@H]2CC[C@]1(CS(=O)(=O)NCc1ccc(C(F)(F)F)cc1)C(=O)C2
HOMO energy = -0.35498 Ha
Kohn-Sham gap = 10.2 eV

***

Record 2
Computed, not measured: a structure of composition C18H22FN3O, with ωB97M-V with the def2-TZVPD basis set.

Positions of all 45 atoms, in Å:
1 F 1.124569 -1.202064 5.885629
2 C 1.175996 -1.272358 4.494101
3 C 2.465029 -1.438657 3.797190
4 C 2.501758 -1.643535 2.592229
5 C 1.373397 -1.565142 1.973147
6 C 0.090850 -1.647464 2.598868
7 C -0.046005 -1.530077 4.019961
8 H -0.753743 -1.239526 4.372723
9 H -0.681107 -1.632031 1.961056
10 C 1.456679 -1.922878 0.369651
11 N 2.350749 -1.001852 -0.353756
12 C 2.059906 0.444348 0.155601
13 C 0.466917 1.083693 0.056395
14 N -0.091116 1.202242 -1.271911
15 C -1.281731 1.639860 -0.796759
16 N -1.633519 1.286472 0.530829
17 O -0.494550 1.045659 1.065857
18 C -2.470839 1.924563 -1.722999
19 C -3.325774 3.036197 -1.325780
20 C -3.074958 4.320142 -1.243294
21 C -4.049743 3.936368 -2.038343
22 H -3.981599 3.609430 -3.138887
23 H -5.142177 4.046533 -1.891220
24 H -2.181127 4.556722 -1.716266
25 H -3.029274 5.144709 -0.502795
26 H -3.878560 2.655600 -0.354871
27 H -3.046716 1.179190 -1.975328
28 H -1.829339 2.367820 -2.808548
29 H 2.018996 0.466847 1.316101
30 H 2.459495 1.148645 -0.366122
31 C 2.567445 -1.095727 -1.739957
32 C 1.325151 -1.290724 -2.428365
33 C 0.456927 -2.559338 -1.903750
34 C 0.148454 -2.202145 -0.267091
35 H -0.515551 -1.402476 -0.237840
36 H -0.271477 -3.216882 -0.108257
37 H -0.350235 -2.586556 -2.413655
38 H 0.895117 -3.646316 -1.947386
39 H 1.529271 -1.643314 -3.520423
40 H 0.646835 -0.671642 -2.508620
41 H 2.819253 -0.248277 -2.037233
42 H 3.097049 -2.227553 -1.689085
43 H 2.147864 -2.911327 0.307856
44 H 3.421071 -1.798752 2.238734
45 H 3.530365 -1.498430 4.572614

Atoms 1-3, force components in eV/Å:
1.25 0.64 -0.76
2.46 -1.54 2.84
1.01 1.71 15.67

Computed properties:
energy above the lowest of the compared OMol25 structures with the same formula, charge and spin = 19.105 eV
HOMO energy = -0.32068 Ha
Kohn-Sham gap = 9.0 eV

***

Record 3
Computed, not measured: the molecule C18H22N2O4, with ωB97M-V with the def2-TZVPD basis set.

Positions of all 46 atoms, in Å:
1 O -2.014516 -0.227556 2.315458
2 C -1.130280 -0.725929 1.620601
3 C -1.287645 -1.729953 0.603442
4 C -0.210421 -2.194607 -0.066546
5 O 1.042349 -1.805037 0.184793
6 C 1.275736 -0.844241 1.114055
7 C 0.257940 -0.299460 1.820844
8 O 0.428441 0.648494 2.768508
9 H -0.480045 0.814225 3.103503
10 C 2.735206 -0.508144 1.303354
11 N 3.346116 0.353290 0.314053
12 C 3.344804 -0.147562 -1.051429
13 C 2.331477 0.571970 -1.961125
14 N 1.171779 0.969691 -1.185056
15 C 1.539779 1.999980 -0.223787
16 C 2.942601 1.738014 0.357350
17 H 2.983261 2.085229 1.390592
18 H 3.689849 2.295168 -0.217246
19 H 1.536379 3.000170 -0.695382
20 H 0.794505 1.998834 0.572895
21 C 0.060480 1.390509 -2.029786
22 C -1.248559 1.436404 -1.285696
23 C -1.598841 2.529127 -0.501726
24 C -2.800102 2.550622 0.184058
25 C -3.682775 1.490500 0.076226
26 C -3.357941 0.412327 -0.726361
27 C -2.146794 0.382945 -1.395290
28 H -1.900782 -0.465702 -2.017710
29 H -4.048602 -0.411504 -0.831276
30 H -4.619554 1.507220 0.611856
31 H -3.049661 3.401882 0.800561
32 H -0.932502 3.376891 -0.432528
33 H -0.026537 0.664754 -2.843199
34 H 0.263671 2.382032 -2.478259
35 H 2.807887 1.443597 -2.445614
36 H 2.011646 -0.111186 -2.751303
37 H 3.131961 -1.216175 -1.033557
38 H 4.352006 -0.007623 -1.465308
39 H 3.302550 -1.445079 1.309746
40 H 2.840859 -0.022106 2.275251
41 C -0.276954 -3.221483 -1.173721
42 O -1.538728 -3.795391 -1.345565
43 H -1.806506 -4.231677 -0.528536
44 H 0.494586 -3.985766 -0.990725
45 H -0.037847 -2.729892 -2.122679
46 H -2.278009 -2.079992 0.365506

Atoms 1-3, force components in eV/Å:
0.02 -0.05 -0.06
0.39 0.07 0.13
0.29 -0.19 -0.06

Computed properties:
energy above the lowest of the compared OMol25 structures with the same formula, charge and spin = 3.440 eV
SMILES = O=c1cc(CO)oc(CN2CCN(Cc3ccccc3)CC2)c1O
HOMO energy = -0.30351 Ha
Kohn-Sham gap = 8.8 eV